This record from OMol25 describes C18H27N3O4 in the gas phase. The level of theory is ωB97M-V with the def2-TZVPD basis set.

ΔE to the lowest compared entry with this formula, charge and spin = 12.9 kcal/mol
HOMO level = -8.98 eV
Orbital gap = 0.3557 Ha
SMILES = CCOCCCNC(=O)[C@@H](NC(=O)CNC(C)=O)c1ccc(C)cc1

Cartesian coordinates (Å):
C 2.31362 2.65405 3.33523
C 0.85626 2.56239 2.91418
O 0.32970 1.33670 3.37096
C -0.97925 1.09074 2.90921
C -1.52044 -0.19117 3.54349
C -0.47649 -1.31650 3.54771
N 0.21803 -1.43080 2.28576
C -0.31733 -2.06625 1.22725
O -1.32771 -2.73293 1.26362
C 0.50263 -1.88954 -0.06482
N -0.16585 -2.60130 -1.12561
C 0.48797 -3.12323 -2.17129
O 1.69535 -3.10733 -2.30492
C -0.45782 -3.68463 -3.24398
N -0.91682 -2.59563 -4.08533
C -1.88600 -1.74210 -3.68060
C -2.11835 -0.58599 -4.62780
O -2.51627 -1.90560 -2.65486
C 0.64042 -0.41642 -0.37602
C 1.83663 0.25188 -0.15241
C 1.94526 1.60514 -0.41817
C 0.86354 2.32299 -0.91287
C 0.98544 3.78577 -1.21538
C -0.33084 1.64782 -1.13786
C -0.44650 0.29624 -0.87077
H 2.39273 2.56441 4.41494
H 2.72971 3.60798 3.02413
H 2.88362 1.84995 2.87776
H 0.27912 3.39777 3.34193
H 0.77071 2.61793 1.81782
H -1.63637 1.93652 3.16403
H -0.96982 0.99818 1.81051
H -1.81832 0.00121 4.57400
H -2.39746 -0.50521 2.97753
H -0.97233 -2.26913 3.74481
H 0.27004 -1.12177 4.31806
H 0.95583 -0.75976 2.13252
H 1.49632 -2.33441 0.06723
H -1.17797 -2.63822 -1.07773
H -1.32930 -4.14795 -2.77688
H 0.07369 -4.40973 -3.86010
H -0.31787 -2.32824 -4.84999
H -1.28980 0.11573 -4.54484
H -2.18409 -0.93407 -5.65540
H -3.03833 -0.07740 -4.35502
H 2.69384 -0.29177 0.21918
H 2.88377 2.11076 -0.24049
H 0.04311 4.29894 -1.03592
H 1.25058 3.92810 -2.26356
H 1.76078 4.24574 -0.60688
H -1.18383 2.18965 -1.52135
H -1.38354 -0.20954 -1.05102

Taken from the Löwdin analysis, the atomic charges in e are: -0.063, -0.278, -0.161, -0.223, -0.134, -0.168, 0.080, -0.437, 0.090, -0.168, 0.118, -0.470, 0.062, -0.074, 0.069, -0.544, 0.005, 0.042, -0.178, -0.026, -0.051, -0.296, -0.050, -0.037, -0.018, 0.075, 0.074, 0.069, 0.124, 0.102, 0.127, 0.112, 0.112, 0.116, 0.122, 0.121, 0.126, 0.161, 0.123, 0.128, 0.128, 0.145, 0.084, 0.080, 0.084, 0.121, 0.115, 0.078, 0.084, 0.075, 0.115, 0.113